ORCA calculation (ωB97M-V/def2-TZVPD) on a 8-piece molecular cluster, C38H102ClN7O6 overall.

Last column: Mulliken charge in e.
Geometry (Å):
C -3.018 -3.450 0.100  -1.314
N -4.346 -2.788 0.350  0.779
C -4.317 -2.178 1.675  -0.993
C -4.532 -1.723 -0.664  -0.959
C -5.365 -3.942 0.190  -0.408
C -6.699 -3.596 0.775  -0.663
O -7.152 -2.485 0.035  -0.517
H -2.245 -2.704 0.260  0.218
H -2.989 -3.886 -0.907  0.406
H -2.895 -4.296 0.791  0.426
H -3.431 -1.522 1.714  0.122
H -4.348 -2.900 2.512  0.422
H -5.214 -1.540 1.788  0.422
H -4.445 -2.147 -1.663  0.306
H -3.834 -0.906 -0.477  0.413
H -5.553 -1.380 -0.613  0.364
H -4.937 -4.819 0.687  0.329
H -5.411 -4.122 -0.880  0.388
H -6.548 -3.288 1.806  0.299
H -7.425 -4.407 0.853  0.475
H -7.996 -2.194 0.387  0.335
C 3.537 -0.272 0.702  -1.302
N 4.467 0.853 0.752  0.658
C 4.223 1.730 -0.484  -0.886
C 4.263 1.687 1.949  -0.853
C 5.808 0.051 0.837  -0.402
C 6.988 1.014 0.941  -0.638
O 6.989 1.706 -0.277  -0.505
H 3.813 -0.959 -0.103  0.536
H 2.526 0.104 0.507  0.349
H 3.536 -0.842 1.640  0.195
H 4.900 2.571 -0.521  0.340
H 3.180 2.040 -0.425  0.347
H 4.484 1.163 -1.385  0.350
H 4.385 1.146 2.883  0.358
H 3.261 2.132 1.872  0.144
H 4.984 2.502 1.904  0.458
H 5.846 -0.542 -0.076  0.349
H 5.708 -0.569 1.737  0.359
H 7.909 0.410 1.045  0.482
H 6.851 1.700 1.780  0.273
H 7.886 1.952 -0.523  0.353
C 1.551 -3.703 0.388  -0.410
N 1.242 -5.073 -0.412  0.362
C 2.547 -5.749 -0.837  -0.895
C 0.514 -6.041 0.505  -0.855
C 0.483 -4.562 -1.618  0.165
C -0.157 -5.700 -2.467  -0.785
O -1.392 -6.016 -1.809  -0.526
H 1.999 -2.970 -0.288  0.222
H 2.108 -3.912 1.293  0.401
H 0.570 -3.264 0.655  -0.117
H 3.104 -5.132 -1.532  0.312
H 2.269 -6.683 -1.330  0.429
H 3.101 -5.971 0.071  0.415
H 0.235 -6.897 -0.106  0.641
H -0.383 -5.618 0.968  0.146
H 1.243 -6.395 1.248  0.303
H 1.167 -3.913 -2.163  0.343
H -0.272 -3.843 -1.238  -0.140
H 0.451 -6.607 -2.582  0.345
H -0.432 -5.319 -3.445  0.230
H -1.149 -6.723 -1.209  0.337
C 2.704 -1.695 5.519  -0.810
N 1.632 -2.679 5.216  0.096
C 2.328 -4.030 4.903  -0.771
C 0.720 -2.885 6.445  -0.839
C 0.922 -2.198 3.997  0.440
C -0.465 -2.861 3.740  -0.667
O -0.233 -4.214 3.193  -0.321
H 3.315 -1.372 4.661  0.225
H 3.386 -2.108 6.279  0.392
H 2.174 -0.828 5.940  0.450
H 1.531 -4.724 4.638  0.335
H 2.900 -4.355 5.772  0.417
H 3.037 -3.980 4.062  0.337
H 0.308 -1.891 6.675  0.374
H 1.377 -3.050 7.301  0.392
H -0.059 -3.632 6.311  0.368
H 1.631 -2.328 3.146  -0.311
H 0.811 -1.107 4.075  0.073
H -0.976 -2.302 2.952  -0.111
H -1.060 -2.811 4.646  0.715
H -0.571 -4.839 3.848  0.302
C 0.364 3.822 1.736  -1.329
N -0.549 3.404 2.901  0.151
C 0.043 2.368 3.769  -0.997
C -0.894 4.719 3.707  -0.752
C -1.857 2.825 2.318  -0.309
C -2.339 3.452 1.005  -0.345
O -2.455 4.877 1.103  -0.480
H 1.310 4.162 2.179  0.412
H -0.087 4.635 1.181  0.793
H 0.539 2.921 1.148  0.180
H 0.965 2.762 4.185  0.436
H 0.200 1.463 3.156  0.307
H -0.699 2.111 4.512  0.414
H -1.537 4.413 4.507  0.421
H -1.378 5.395 3.005  0.295
H 0.072 5.120 4.036  0.385
H -2.560 3.083 3.125  0.357
H -1.740 1.742 2.218  0.312
H -3.182 2.971 0.540  0.733
H -1.551 3.240 0.243  -0.278
H -3.398 5.093 1.179  0.340
C -1.042 -0.107 -5.311  -0.797
N -1.201 -1.426 -4.554  -0.132
C -2.650 -1.679 -4.343  -0.871
C -0.611 -2.592 -5.432  -0.663
C -0.451 -1.363 -3.244  0.935
C 1.013 -0.807 -3.300  -0.740
O 1.921 -1.748 -3.951  -0.572
H -1.194 0.669 -4.557  0.247
H -1.686 -0.089 -6.204  0.446
H 0.011 -0.098 -5.611  0.369
H -2.713 -2.594 -3.771  0.361
H -3.086 -1.788 -5.339  0.469
H -3.113 -0.845 -3.796  0.337
H -1.318 -2.703 -6.265  0.394
H -0.606 -3.471 -4.773  0.323
H 0.424 -2.377 -5.704  0.363
H -0.395 -2.416 -2.936  -0.901
H -1.073 -0.809 -2.523  0.338
H 1.391 -0.800 -2.269  -0.054
H 1.031 0.185 -3.771  0.723
H 1.920 -1.360 -4.848  0.431
C -0.615 2.689 -2.607  -1.019
C -1.229 4.091 -2.694  -0.054
C -0.105 4.999 -3.000  -1.360
N -0.402 6.415 -2.840  0.263
C -1.504 6.820 -3.784  -0.907
C -0.686 6.797 -1.444  -0.132
C -0.502 8.279 -1.327  -0.840
C 0.515 8.626 -2.396  -0.782
C 0.791 7.350 -3.206  -0.496
H 0.171 2.517 -3.353  0.612
H -1.358 1.908 -2.749  0.193
H -0.097 2.477 -1.669  0.093
H -1.759 4.251 -1.752  0.192
H -1.954 4.118 -3.510  0.401
H 0.271 4.823 -4.002  0.470
H 0.719 4.780 -2.325  0.375
H -1.275 6.543 -4.805  0.342
H -1.688 7.892 -3.713  0.470
H -2.413 6.334 -3.421  0.377
H -1.722 6.595 -1.207  0.334
H -0.015 6.286 -0.751  0.091
H -1.431 8.814 -1.525  0.415
H -0.290 8.545 -0.289  0.437
H 0.247 9.371 -3.153  0.356
H 1.360 9.071 -1.859  0.350
H 0.887 7.470 -4.280  0.457
H 1.654 6.799 -2.800  0.331
Cl -0.464 -0.341 0.332  -0.844

Results
net charge	+6

---

ORCA calculation (ωB97M-V/def2-TZVPD) on C5H9CsO3 as an isolated structure.

Last column: Mulliken charge in e.
Geometry (Å):
O 2.791 -0.674 -3.241  -0.116
C 2.678 -0.109 -4.227  0.112
C 1.481 1.659 -0.432  -1.271
O 0.166 1.036 -0.731  -0.377
C -0.841 1.284 0.216  -0.596
C -1.492 -0.027 0.595  -0.471
O -0.479 -0.853 1.149  -0.205
C -0.893 -2.174 1.416  -0.772
Cs 2.349 -0.456 0.349  0.807
H 2.209 1.810 -1.248  0.468
H 1.227 2.728 -0.296  0.235
H -1.598 1.983 -0.176  0.286
H -0.401 1.739 1.122  0.391
H -1.921 -0.516 -0.296  0.335
H -2.297 0.135 1.330  0.343
H -0.047 -2.702 1.871  0.245
H -1.743 -2.178 2.116  0.280
H -1.188 -2.684 0.483  0.306

Results
net charge	0

---

ORCA calculation (ωB97M-V/def2-TZVPD) on C22H29N5O3V as an isolated structure.

Last column: Mulliken charge in e.
Geometry (Å):
V -0.026 -0.769 -2.130  0.752
C 2.090 0.784 -0.359  -1.127
O 1.795 -0.433 -1.080  -0.070
C 2.171 -1.626 -0.355  -0.681
C 0.949 -2.210 0.310  -0.196
O -0.026 -2.409 -0.732  0.141
C -0.848 -3.576 -0.560  -1.101
H 3.149 0.793 -0.106  0.364
H 1.474 0.859 0.539  0.517
H 1.873 1.610 -1.031  0.276
H 2.947 -1.381 0.371  0.513
H 2.583 -2.316 -1.092  0.236
H 0.523 -1.540 1.065  0.155
H 1.184 -3.168 0.777  0.478
H -0.221 -4.467 -0.559  0.363
H -1.537 -3.612 -1.401  0.366
H -1.404 -3.506 0.376  0.360
C 0.748 -0.913 4.696  -1.302
C 0.024 0.318 4.234  0.519
C -1.209 0.673 4.771  -0.908
C -1.876 1.814 4.352  -0.520
C -1.309 2.641 3.388  -0.022
N -2.025 3.798 2.994  -0.072
C -1.985 4.451 1.792  0.261
O -2.247 5.615 1.643  -0.600
N -1.553 3.672 0.692  -0.109
C -1.881 2.355 0.426  -0.211
C -2.873 1.638 1.100  -0.121
C -3.097 0.318 0.760  -1.195
C -2.325 -0.277 -0.221  -0.286
N -1.355 0.392 -0.860  0.015
C -1.160 1.677 -0.556  -0.224
C -0.064 2.317 2.858  -0.178
C 0.580 1.164 3.275  -0.480
H 0.244 -1.366 5.548  0.380
H 1.769 -0.681 5.001  0.373
H 0.800 -1.667 3.908  0.173
H -1.659 0.055 5.538  0.369
H -2.837 2.065 4.784  0.460
H -2.456 4.346 3.725  0.272
H -1.328 4.260 -0.098  0.264
H -3.469 2.116 1.862  0.577
H -3.875 -0.250 1.250  0.473
H -2.479 -1.311 -0.500  0.547
H -0.378 2.195 -1.099  0.503
H 0.418 2.984 2.156  0.564
H 1.569 0.949 2.884  0.674
N 0.428 0.422 -3.992  -0.464
C 1.140 -0.722 -4.536  0.629
C 1.889 -0.715 -5.694  -0.952
C 2.486 -1.913 -6.069  -0.210
C 2.305 -3.043 -5.283  -0.892
C 1.547 -2.945 -4.132  -0.113
N 0.978 -1.793 -3.760  0.042
H 1.013 1.253 -3.997  0.313
H -0.376 0.640 -4.578  0.290
H 1.992 0.184 -6.284  0.461
H 3.080 -1.966 -6.971  0.452
H 2.748 -3.990 -5.555  0.415
H 1.382 -3.794 -3.483  0.489

Results
net charge	+2
2S+1	4
⟨S²⟩	3.7556

---

ORCA calculation (ωB97M-V/def2-TZVPD) on a 9-piece molecular cluster, C31H62O13 overall.

Last column: Mulliken charge in e.
Geometry (Å):
O 1.538 4.656 3.745  -0.540
C 2.235 3.886 3.145  0.754
O 2.246 2.479 3.525  -0.105
C 1.138 1.887 4.199  -0.116
C 1.494 0.425 4.572  -0.295
C 3.414 4.160 2.250  -1.087
H 0.123 1.928 3.628  -0.011
H 0.976 2.406 5.202  0.324
H 1.878 -0.099 3.662  -0.334
H 0.468 -0.122 4.819  0.268
H 2.321 0.346 5.425  0.275
H 4.274 3.966 2.758  0.443
H 3.415 5.070 1.687  0.370
H 3.674 3.398 1.417  0.023
O -0.702 0.196 -3.578  -0.606
C 0.276 -0.364 -3.092  0.867
O 0.515 -0.395 -1.791  -0.299
C -0.442 0.135 -0.831  0.640
C 0.363 0.417 0.394  -3.160
C 1.432 -0.860 -3.837  -1.456
H -1.242 -0.512 -0.754  0.648
H -0.970 1.210 -1.255  -0.222
H 0.891 -0.367 0.776  0.764
H -0.275 0.552 1.046  1.401
H 1.090 1.169 0.266  0.402
H 1.155 -1.115 -4.775  0.457
H 1.839 -1.581 -3.259  0.497
H 1.951 -0.018 -4.251  0.066
O 4.971 -1.862 1.676  -0.571
C 4.507 -1.123 2.490  0.576
O 3.805 -1.474 3.627  -0.297
C 3.174 -2.781 3.689  -0.764
C 1.873 -2.852 2.956  -0.687
C 4.768 0.397 2.421  -0.296
H 3.059 -3.128 4.655  0.533
H 3.811 -3.547 3.195  0.355
H 1.357 -2.578 3.729  0.353
H 1.655 -3.879 2.852  0.565
H 2.061 -2.191 2.090  -0.096
H 3.917 0.857 2.953  0.085
H 4.518 0.828 1.564  0.051
H 5.853 0.595 2.872  0.253
O 2.616 2.624 -1.390  -0.422
C 2.785 2.400 -2.674  0.754
O 3.815 1.584 -3.050  -0.303
C 4.595 0.850 -2.238  0.119
C 5.654 0.060 -3.085  -1.682
C 1.914 3.080 -3.645  -1.152
H 3.988 0.245 -1.426  0.070
H 5.101 1.585 -1.614  0.324
H 5.382 -0.596 -3.803  0.429
H 6.347 -0.402 -2.444  0.444
H 6.205 0.840 -3.357  0.470
H 2.430 3.927 -3.877  0.475
H 0.833 3.203 -3.198  0.116
H 1.835 2.608 -4.629  0.336
C -0.115 4.277 -0.100  0.128
C -1.341 4.903 0.573  0.675
O -1.712 6.051 0.193  -0.687
C -1.705 4.254 1.769  -0.779
H 0.250 3.460 0.510  -0.194
H 0.480 5.310 -0.514  0.324
H -0.242 3.968 -1.189  -0.072
H -1.018 4.224 2.624  0.234
H -1.822 3.118 1.623  0.065
H -2.626 4.753 2.167  0.329
C -0.948 -3.785 -1.330  -0.285
C -2.213 -3.962 -0.631  0.858
O -3.191 -3.172 -0.901  -0.580
C -2.273 -5.215 0.422  -1.303
H -0.933 -4.508 -2.196  0.360
H -0.039 -3.755 -0.683  0.303
H -1.094 -2.897 -1.827  -0.393
H -3.179 -5.241 1.047  0.276
H -1.418 -5.297 1.082  0.300
H -2.313 -6.070 -0.229  0.471
C -4.883 -2.939 -4.267  -0.691
C -3.893 -2.520 -5.385  0.550
O -4.310 -2.580 -6.592  -0.593
C -2.502 -2.109 -4.905  -0.779
H -4.427 -3.102 -3.271  0.053
H -5.520 -3.840 -4.593  0.301
H -5.487 -2.113 -3.823  0.221
H -2.060 -2.959 -4.303  0.136
H -2.620 -1.241 -4.449  0.324
H -1.779 -1.957 -5.616  0.485
C -4.667 0.252 -1.147  -0.889
C -3.743 1.339 -0.732  0.935
O -3.157 1.369 0.478  -0.511
C -3.866 2.675 -1.486  -1.085
H -4.678 0.163 -2.296  0.268
H -5.461 0.495 -0.543  0.473
H -4.228 -0.623 -0.592  0.065
H -3.217 3.219 -1.193  0.117
H -4.868 3.232 -1.330  0.288
H -3.568 2.343 -2.535  0.305
C -4.199 -2.631 3.768  -1.199
C -2.704 -2.595 3.218  0.572
O -1.938 -3.635 2.993  -0.565
C -2.372 -1.350 2.443  -0.495
H -4.869 -2.693 3.041  0.370
H -4.220 -1.635 4.533  0.298
H -4.387 -3.659 4.265  0.318
H -1.333 -1.568 2.016  -0.156
H -2.493 -0.544 2.929  1.094
H -3.017 -1.334 1.525  -0.249

Results
SMILES	CCOC(C)=O.CCOC(C)=O.CCOC(C)=O.CCOC(C)=O.CC(C)=O.CC(C)=O.CC(C)=O.CC(C)=O.CC(C)=O
net charge	0

---

ORCA calculation (ωB97M-V/def2-TZVPD) on a 2-piece molecular cluster, C13H7N7O6 overall.

Last column: Mulliken charge in e.
Geometry (Å):
O -0.457 3.695 1.863  -0.684
N 0.325 2.704 1.858  0.815
C -0.127 1.414 1.834  0.155
C 1.054 0.698 1.840  0.656
N 2.093 1.551 1.861  -0.625
O 1.668 2.797 1.873  -0.097
C 1.045 -0.742 1.793  -0.109
N 2.308 -1.471 1.719  0.864
O 2.801 -1.676 0.601  -0.545
O 2.843 -1.858 2.767  -0.514
C -0.158 -1.399 1.728  -0.733
C -1.350 -0.646 1.718  0.387
N -2.698 -0.923 1.646  0.859
O -3.143 -2.096 1.591  -0.712
O -3.477 0.177 1.642  -0.137
N -2.640 1.195 1.721  -0.559
C -1.379 0.743 1.770  0.526
H -0.187 -2.476 1.678  0.440
C -0.310 -6.242 5.215  -0.583
C -0.174 -5.075 4.511  -0.487
C -0.168 -3.858 5.215  0.516
C -0.291 -3.869 6.626  0.448
C -0.427 -5.073 7.326  -0.888
C -0.440 -6.241 6.613  -0.444
N -0.241 -2.548 7.014  -0.053
C -0.097 -1.819 5.852  -0.445
N -0.057 -2.567 4.777  -0.244
H -0.316 -7.183 4.689  0.383
H -0.067 -5.072 3.442  0.426
H -0.514 -5.063 8.397  0.363
H -0.548 -7.177 7.135  0.378
H -0.296 -2.204 7.976  0.216
H -0.022 -0.741 5.820  0.427

Results
net charge	0

---

ORCA calculation (ωB97M-V/def2-TZVPD) on one molecule with the formula C7H11NO.

Last column: Mulliken charge in e.
Geometry (Å):
C 2.235 -2.263 -0.485  -0.748
C 0.122 1.235 -2.252  -0.769
C 1.622 -2.085 0.701  -0.417
C -0.777 1.359 -0.878  0.839
C 0.693 -1.067 1.007  0.903
C -1.857 2.441 -0.810  -0.992
C 0.090 -1.074 2.369  -1.432
N -0.786 0.479 0.081  -0.737
O 0.273 -0.346 0.011  0.031
H 3.187 -2.821 -0.529  0.269
H 1.765 -1.735 -1.301  0.218
H 0.862 0.402 -2.406  0.272
H -0.204 2.060 -3.013  0.218
H 1.965 -2.526 1.605  0.267
H -2.839 2.035 -0.901  0.286
H -1.991 3.113 0.063  0.285
H -1.688 3.088 -1.701  0.279
H -0.587 -1.856 2.459  0.351
H -0.351 -0.219 2.791  0.429
H 0.804 -1.343 3.061  0.449

Results
net charge	0

---

Quick rundown of electronic energy, same order as above: -2801.5161, -441.6029, -2298.7905, -2196.0249, -1333.9037, -403.0844 Eh
Quick rundown of max |F|, same order as above: 0.0517, 0.0931, 0.0057, 0.2272, 0.1214, 0.0814 Eh/bohr